The following is a DFT calculation (ωB97M-V/def2-TZVPD) of C54H50N7OP2Se2SiTbTe as an isolated structure in a non-equilibrium geometry.

```
119
Properties=species:S:1:pos:R:3
Tb -0.78850 0.23343 0.00752
C -2.08827 6.41340 -2.82751
N -1.04719 5.55166 -2.45277
C 0.28061 5.80791 -2.28627
C 0.89628 4.60999 -2.15663
N -0.02978 3.63605 -2.09240
C -1.21790 4.20434 -2.27061
P -2.87838 3.40758 -2.01179
C -2.39598 1.82255 -2.84458
N -1.61849 0.86252 -2.36778
C -1.72528 -0.20938 -3.19844
C -2.59427 0.09113 -4.17513
N -3.02297 1.41156 -4.01843
C -4.13047 2.09962 -4.74752
C -2.80915 3.27135 -0.24931
N -1.98574 2.36338 0.32966
C -2.23430 2.49311 1.69993
C -3.15040 3.48119 1.91892
N -3.45679 4.00921 0.64166
C -4.55548 4.96741 0.36136
H -2.97947 5.90601 -2.90511
H -1.85291 6.85928 -3.81429
H -2.22831 7.28739 -2.11403
H 0.67004 6.77288 -2.23317
H 1.95653 4.41356 -2.30910
H -1.11478 -1.08261 -3.07129
H -3.04949 -0.49794 -4.93581
H -3.71027 3.02589 -5.11984
H -4.92167 2.21941 -3.98120
H -4.50441 1.51944 -5.59636
H -1.73610 1.85562 2.40928
H -3.58946 3.84506 2.79729
H -4.93214 5.34492 1.25935
H -5.33688 4.48425 -0.23736
H -4.13403 5.80656 -0.17607
Se -3.43859 -0.60775 -0.02318
P -1.63919 -0.88240 4.05973
Se -0.46179 -1.59258 2.29558
C -0.53342 -1.54412 5.36799
C -0.80235 -2.65581 6.15671
C -0.02749 -3.04798 7.23605
C 1.03589 -2.17540 7.67451
C 1.46520 -1.18664 6.76176
C 0.67321 -0.87081 5.64231
C -3.08123 -1.93611 4.19276
C -3.72351 -2.42571 3.00112
C -5.01682 -2.87501 2.97876
C -5.82501 -2.96107 4.08774
C -5.20327 -2.50611 5.29243
C -3.90637 -2.00365 5.31529
H -1.56995 -3.30927 6.00806
H -0.33752 -3.98010 7.73492
H 1.64163 -2.45354 8.53591
H 2.33309 -0.57990 6.89110
H 0.95178 0.00394 5.06958
H -3.12293 -2.53620 2.08021
H -5.39949 -3.11025 1.96396
H -6.79178 -3.32588 4.11244
H -5.74031 -2.52250 6.25505
H -3.48417 -1.66736 6.26329
N 4.07866 1.68280 0.04001
C 4.01084 0.42365 0.69966
C 4.91894 -0.57931 0.34106
C 5.03998 -1.72214 1.14061
C 3.98339 -2.06633 2.02209
C 2.98290 -1.09325 2.27766
C 3.03091 0.14397 1.67336
C 2.14782 1.30697 2.05693
C 2.67846 2.07315 3.08868
C 2.27637 3.39806 3.34368
C 1.32006 3.88140 2.50694
C 0.71640 3.09121 1.52309
C 1.02002 1.73733 1.29749
H 3.24465 2.23059 0.21340
H 4.18263 1.57131 -0.97093
H 5.71523 -0.40410 -0.43665
H 5.85192 -2.45293 0.87598
H 4.04457 -3.15201 2.42033
H 2.19150 -1.48729 2.88162
H 3.57363 1.75843 3.58263
H 2.80402 3.95602 4.05111
H 1.06962 4.93033 2.46313
H -0.12825 3.64993 1.04351
Te -4.94356 1.08271 -0.92221
O 0.29579 -1.35152 -1.12158
Si 1.42157 -2.09786 -2.03896
C 2.57294 -0.79933 -2.71107
C 3.92167 -0.84281 -2.91905
C 4.64337 0.32029 -3.37754
C 3.98179 1.48263 -3.78451
C 2.58730 1.54127 -3.59111
C 1.95274 0.44208 -2.98508
C 2.08770 -3.59083 -1.18306
C 1.89468 -3.89940 0.18990
C 2.52688 -5.04901 0.66204
C 3.45436 -5.73678 -0.12673
C 3.60832 -5.38211 -1.47084
C 2.92283 -4.30963 -2.03416
C 0.52851 -2.78124 -3.58396
C -0.68393 -3.43741 -3.38587
C -1.35891 -4.08689 -4.42492
C -0.77954 -4.05800 -5.72969
C 0.42942 -3.30690 -5.94731
C 1.01360 -2.69389 -4.87851
H 4.46168 -1.72711 -2.68928
H 5.73085 0.31443 -3.53101
H 4.47136 2.35290 -4.16907
H 2.05118 2.42214 -3.90211
H 0.88202 0.50552 -2.94644
H 1.22922 -3.22822 0.72341
H 2.48764 -5.44004 1.63825
H 3.94054 -6.69042 0.19583
H 4.34234 -5.91285 -2.09861
H 3.08438 -4.11305 -3.09853
H -0.98521 -3.57695 -2.39431
H -2.23395 -4.66805 -4.19538
H -1.16626 -4.62729 -6.56804
H 0.85557 -3.31651 -6.91883
H 2.03710 -2.15328 -5.00326
```

## Properties
highest occupied orbital energy (alpha / beta): -0.026 / -0.027 Eh
charge: -2
molecular weight: 1347.521 g/mol
E: -256167.7287 eV
multiplicity: 7
LUMO energy (alpha / beta): 3.69 / 3.69 eV

The following is a DFT calculation (ωB97M-V/def2-TZVPD) of C54H50O7P4SiY as an isolated structure in a non-equilibrium geometry.

```
117
Properties=species:S:1:pos:R:3
Y 1.47919 -0.60896 0.45172
C -0.60218 0.52450 3.81591
Si -0.54682 0.90395 1.94652
C -0.18096 2.79458 1.86825
C -0.05887 3.61508 3.00003
C 0.18446 4.97670 2.88620
C 0.28546 5.56664 1.62861
C 0.15995 4.78290 0.49329
C -0.04189 3.40462 0.60510
P -0.18629 2.32259 -0.88458
C 1.30197 2.72095 -1.88152
C 1.37392 2.09061 -3.12898
C 2.47330 2.26887 -3.95475
C 3.53305 3.06742 -3.53623
C 3.48195 3.67430 -2.29158
C 2.37199 3.50459 -1.46773
C -1.49614 3.27812 -1.78650
C -2.77230 3.25411 -1.21771
C -3.81486 3.98140 -1.77123
C -3.60672 4.73508 -2.91941
C -2.34436 4.76365 -3.49674
C -1.29322 4.04455 -2.93161
C -2.46002 0.97434 1.64532
C -3.24491 1.81384 2.45395
C -4.62611 1.74630 2.45674
C -5.27878 0.80823 1.65723
C -4.53779 -0.00915 0.82586
C -3.13742 0.09239 0.78438
P -2.14198 -0.88182 -0.41943
C -2.91549 -2.53534 -0.09765
C -3.69050 -3.23503 -1.01616
C -4.18251 -4.50496 -0.71625
C -3.89117 -5.09206 0.50393
C -3.11237 -4.40201 1.43141
C -2.63104 -3.13873 1.13272
C -2.88763 -0.48385 -2.06190
C -2.18239 -0.98740 -3.16183
C -2.56395 -0.69842 -4.46427
C -3.64759 0.14200 -4.69645
C -4.34482 0.66577 -3.61843
C -3.97383 0.35117 -2.31385
H -1.40869 1.05532 4.34155
H 0.35478 0.77337 4.28551
H -0.75652 -0.55320 3.96388
H -0.15713 3.17200 3.98931
H 0.28708 5.58609 3.77718
H 0.46466 6.63162 1.53607
H 0.21507 5.24631 -0.48670
H 0.55956 1.43938 -3.44091
H 2.51452 1.77028 -4.91677
H 4.40143 3.19760 -4.17158
H 4.31539 4.27195 -1.94546
H 2.36359 3.96194 -0.48656
H -2.94209 2.67364 -0.31578
H -4.79548 3.95348 -1.30644
H -4.42188 5.29940 -3.35837
H -2.16831 5.35412 -4.38857
H -0.31286 4.09215 -3.39028
H -2.74942 2.53611 3.09940
H -5.20158 2.40857 3.09343
H -6.35915 0.71924 1.68733
H -5.04287 -0.73926 0.20285
H -3.91875 -2.78785 -1.97774
H -4.79069 -5.03325 -1.44293
H -4.25777 -6.08575 0.73319
H -2.86559 -4.86026 2.38253
H -2.01263 -2.61326 1.85353
H -1.30808 -1.60277 -2.98907
H -2.00850 -1.11843 -5.29510
H -3.93451 0.39788 -5.71041
H -5.17852 1.33789 -3.78888
H -4.53810 0.77303 -1.49304
C 5.19214 -0.98600 0.25946
C 5.18848 0.20816 1.02752
C 4.26733 1.08138 0.46557
C 3.63836 0.43609 -0.64714
C 4.27756 -0.83570 -0.78282
H 5.80856 -1.85773 0.44821
H 5.76523 0.38373 1.92656
H 4.04646 2.08176 0.81843
H 3.20136 0.95814 -1.48624
H 4.15696 -1.48707 -1.62861
C -0.68924 -4.38563 -2.11786
C 0.79370 -4.13808 -1.86691
O 1.60082 -5.23654 -2.31117
P 1.38627 -2.62546 -2.71400
O 2.86409 -2.90821 -3.20059
O 0.58718 -2.61509 -4.10114
O 1.20737 -1.35488 -1.95898
P 1.16580 -3.91726 -0.07072
O 2.69350 -3.34281 -0.24537
O 1.20575 -5.25572 0.56014
O 0.37479 -2.75879 0.47608
H -0.86890 -4.57719 -3.17528
H -1.28850 -3.53059 -1.79851
H -1.00917 -5.24845 -1.53184
H 1.61316 -5.86273 -1.56965
H 3.43918 -3.14042 -2.44949
H 0.88759 -1.88789 -4.66949
H 3.30086 -3.88423 0.28251
C 3.85794 -3.66148 5.11193
C 3.08361 -3.93203 3.95598
C 2.63933 -2.89900 3.18026
C 2.92143 -1.53401 3.47730
C 2.46171 -0.46985 2.62219
C 2.67786 0.80474 3.10847
C 3.35413 1.07785 4.31786
C 3.86446 0.05992 5.07206
C 3.65179 -1.28119 4.67281
C 4.12259 -2.36842 5.46022
H 4.21755 -4.48011 5.72625
H 2.82889 -4.95359 3.69252
H 2.00682 -3.11383 2.33396
H 2.31753 1.66977 2.55224
H 3.48433 2.10769 4.63645
H 4.41511 0.26093 5.98680
H 4.69097 -2.14901 6.36045
```

## Properties
highest occupied orbital energy: -0.161 Eh
charge: -1
molecular weight: 1051.875 g/mol
E: -117228.0924 eV
multiplicity: 1
LUMO energy: 2.10 eV

The following is a DFT calculation (ωB97M-V/def2-TZVPD) of C54H55GaN3O2P2S2 as an isolated structure in a non-equilibrium geometry.

```
119
Properties=species:S:1:pos:R:3
Ga 0.06370 -0.10252 -0.08497
C 1.63940 2.83257 6.27025
C 0.89635 1.85600 5.30552
C -0.08571 1.02542 6.16112
C 1.86530 0.91622 4.60092
C 2.99936 0.44718 5.19792
C 3.89147 -0.36548 4.57639
C 3.66120 -0.80381 3.25200
C 2.44680 -0.43902 2.65044
P 2.01400 -1.11000 1.06289
C 3.59587 -0.91759 0.14588
C 4.42216 -1.95103 -0.23228
C 5.62335 -1.68708 -0.82104
C 6.03556 -0.37267 -1.00473
C 5.23938 0.65559 -0.55589
C 4.00794 0.40713 -0.04110
C 1.81844 -2.89776 1.31986
C 1.66364 -3.32268 2.62542
C 1.49314 -4.66408 2.88676
C 1.54384 -5.59810 1.87017
C 1.72249 -5.13951 0.56660
C 1.79362 -3.80874 0.24222
C 1.60181 0.39358 3.34313
O 0.42852 0.73665 2.61747
C -0.04666 1.98603 2.95494
C -0.77152 2.69384 1.99778
C -1.23644 3.97114 2.26656
C -0.94880 4.55401 3.48950
C -0.30949 3.83544 4.48191
C 0.11891 2.50876 4.24397
P -1.30974 1.92944 0.45549
C -1.45544 3.26222 -0.72041
C -0.29081 4.00432 -0.95442
C -0.30330 4.98655 -1.92235
C -1.43442 5.25198 -2.62853
C -2.60413 4.54367 -2.39185
C -2.63218 3.57103 -1.42296
C -2.98258 1.19048 0.74892
C -3.57534 1.11610 1.99197
C -4.71103 0.34013 2.22491
C -5.27939 -0.27789 1.06919
C -4.70797 -0.16605 -0.19555
C -3.51255 0.58258 -0.40663
H 2.28239 2.27600 6.98140
H 0.91468 3.52083 6.77100
H 2.30925 3.46227 5.69565
H 0.34939 0.49522 6.98531
H -0.52900 0.30608 5.50972
H -0.89415 1.58383 6.63316
H 3.27175 0.78605 6.19891
H 4.81158 -0.66937 5.05059
H 4.41631 -1.38979 2.75817
H 4.21163 -3.02609 -0.11252
H 6.20779 -2.52859 -1.07878
H 7.02114 -0.12267 -1.45395
H 5.56690 1.73038 -0.53938
H 3.49848 1.27984 0.51814
H 1.76348 -2.72278 3.49762
H 1.39003 -4.97782 3.91587
H 1.64667 -6.63023 2.13400
H 1.96402 -5.85680 -0.21926
H 1.74345 -3.52543 -0.81552
H -1.78119 4.57444 1.55929
H -1.26125 5.56358 3.73567
H -0.07444 4.25659 5.46877
H 0.62989 3.83295 -0.40355
H 0.65996 5.53951 -2.05598
H -1.46201 5.98291 -3.47043
H -3.52242 4.62992 -3.01295
H -3.48129 3.02096 -1.10865
H -3.14195 1.65988 2.85872
H -5.31980 0.44147 3.09813
H -6.18475 -0.88719 1.16007
H -5.16439 -0.62871 -1.06544
H -2.99329 0.58774 -1.33718
S -2.42926 -3.95120 -0.52326
C -2.78210 -3.07188 0.84946
C -2.07424 -1.88222 0.95029
C -1.08304 -1.75437 -0.11886
C -1.24893 -2.82529 -1.01600
C -0.41631 -3.01805 -2.24872
C -0.88211 -3.97546 -3.17585
C -0.23440 -4.18826 -4.33524
C 0.98709 -3.49582 -4.62336
C 1.32459 -2.54812 -3.67024
N 0.66497 -2.28221 -2.52080
H -3.41616 -3.56280 1.61704
H -2.22607 -1.20018 1.79368
H -1.78957 -4.43713 -2.87736
H -0.47421 -4.96299 -5.07268
H 1.57404 -3.66530 -5.52429
H 2.29507 -2.10047 -3.81845
N 3.41770 0.13490 -3.31329
C 2.32422 1.06101 -3.70326
C 1.60903 1.41906 -2.40908
N 0.70549 0.38134 -1.94925
H 3.66588 -0.51835 -4.06324
H 3.17318 -0.40958 -2.48392
H 4.24802 0.68218 -3.05328
H 1.61913 0.58006 -4.36832
H 2.80936 2.00471 -4.09154
H 1.00871 2.31453 -2.63269
H 2.29530 1.74157 -1.59625
H 0.88670 -0.58640 -2.30205
H -0.21342 0.53495 -2.48433
O -1.65138 0.72080 -3.35585
S -2.29001 -0.24267 -4.39986
C -3.76456 0.45115 -5.25501
C -5.04060 0.26043 -4.36058
C -4.91927 -1.12645 -3.85679
C -3.42371 -1.35392 -3.43332
H -3.91667 -0.19928 -6.12538
H -3.62857 1.45444 -5.54585
H -5.89450 0.48483 -4.97694
H -4.99370 1.01563 -3.54647
H -5.25214 -1.81919 -4.64678
H -5.52112 -1.24636 -2.95145
H -3.03181 -2.34074 -3.52686
H -3.24829 -1.01591 -2.34761
```

## Properties
highest occupied orbital energy: -0.554 Eh
charge: +3
molecular weight: 973.858 g/mol
E: -158057.1020 eV
multiplicity: 1
LUMO energy: -7.11 eV

The following is a DFT calculation (ωB97M-V/def2-TZVPD) of C54H56BrN3O6P3PtTe as an isolated structure in a non-equilibrium geometry.

```
125
Properties=species:S:1:pos:R:3
Pt -0.45732 0.87880 -0.42248
O -3.18444 2.61944 4.97451
C -2.69851 1.40149 5.39685
C -3.18067 0.78704 6.54146
C -2.65642 -0.43018 6.94887
C -1.64751 -1.03084 6.20687
C -1.17833 -0.40578 5.06084
C -1.70120 0.80645 4.63357
C -1.13953 1.51386 3.42079
O -0.26212 0.71053 2.68890
N -2.20217 1.90909 2.50098
N -1.89576 2.28445 1.23764
C -2.74121 3.02381 0.63444
C -2.60590 3.53226 -0.73105
Br -0.93875 3.20432 -1.59993
C -3.59635 4.16835 -1.34683
C -3.68848 4.73164 -2.70422
C -2.63623 5.38666 -3.34437
C -2.79199 5.86853 -4.63478
C -3.99290 5.69190 -5.30768
C -5.05594 5.06883 -4.66854
C -4.91039 4.61623 -3.36749
H -3.80308 2.96259 5.62774
H -3.96705 1.26675 7.11641
H -3.03325 -0.90339 7.84687
H -1.22516 -1.97671 6.52117
H -0.39918 -0.87246 4.47358
H -0.58853 2.39622 3.77063
H -2.99618 2.34982 2.94467
H -3.64956 3.34161 1.15098
H -4.52129 4.21054 -0.77321
H -1.70577 5.56137 -2.82104
H -1.97309 6.38840 -5.11501
H -4.10777 6.05456 -6.32129
H -6.00020 4.93885 -5.18035
H -5.74568 4.14027 -2.86553
Te 1.92225 -3.06623 -0.05125
C 1.60188 -4.54391 1.45267
C 0.40650 -4.70601 2.13856
C 0.35784 -5.58223 3.21172
N 1.40409 -6.29529 3.63473
C 2.54943 -6.14267 2.96851
C 2.69528 -5.28814 1.88297
C 0.68454 -1.63505 0.91359
P -0.93219 -1.33659 0.18692
C -2.36561 -1.04600 1.26569
C -3.37797 -0.25393 0.71895
C -4.55739 -0.04252 1.41574
C -4.73037 -0.62025 2.66889
C -3.74001 -1.43554 3.19924
C -2.56724 -1.65893 2.49417
C -1.49176 -2.86797 -0.64048
C -0.88000 -3.31420 -1.81447
C -1.21426 -4.54732 -2.35040
C -2.17550 -5.33993 -1.74067
C -2.83408 -4.87696 -0.61260
C -2.50595 -3.64421 -0.07160
P 1.51987 -0.07454 0.72500
C 3.27275 -0.34642 1.21229
C 4.23701 0.55460 0.78849
C 5.56825 0.38771 1.16247
C 5.92497 -0.66864 1.98222
C 4.94707 -1.53738 2.46200
C 3.62557 -1.37331 2.08693
C 1.07025 1.15119 2.65841
C 1.86545 0.76161 3.73866
C 2.99092 1.48420 4.12379
C 3.27554 2.68392 3.52161
C 2.38475 3.19826 2.56247
C 1.28857 2.47597 2.18457
H -0.48023 -4.15705 1.84567
H -0.56747 -5.72709 3.76242
H 3.38971 -6.73012 3.32456
H 3.65692 -5.19538 1.39029
H -3.24551 0.18257 -0.26451
H -5.33992 0.57080 0.98400
H -5.64704 -0.45149 3.22103
H -3.88572 -1.90577 4.16421
H -1.80327 -2.31305 2.90024
H -0.18722 -2.67468 -2.33891
H -0.72613 -4.89436 -3.25123
H -2.43191 -6.30438 -2.16143
H -3.60864 -5.47430 -0.14888
H -3.04423 -3.30009 0.79665
H 3.94364 1.39212 0.16849
H 6.32041 1.08487 0.81333
H 6.96145 -0.81306 2.26273
H 5.21440 -2.34474 3.13309
H 2.86115 -2.00549 2.52038
H 1.61432 -0.16256 4.24508
H 3.62362 1.11203 4.91959
H 4.15202 3.24866 3.81364
H 2.55472 4.17997 2.13770
H 0.58839 2.86874 1.45947
C 2.95944 -2.06436 -5.27510
C 1.54040 -1.97573 -4.74038
C 0.73688 -0.90769 -5.48267
C 0.84241 -3.31605 -4.85884
O 1.61767 -1.70841 -3.29043
P 1.62384 -0.31318 -2.55985
O 0.26255 0.34852 -2.49486
O 2.19824 -0.63204 -1.18136
O 2.64815 0.51598 -3.42791
C 2.76069 1.97314 -3.55769
C 2.86272 2.60826 -2.17645
C 4.03662 2.19270 -4.34242
C 1.56432 2.53140 -4.32042
H 2.93249 -2.22065 -6.35493
H 3.49320 -2.89460 -4.80853
H 3.50077 -1.14280 -5.06340
H 0.34521 -1.32599 -6.40950
H 1.36115 -0.04851 -5.72613
H -0.09975 -0.56414 -4.87087
H 0.92962 -3.68640 -5.88117
H -0.21639 -3.22256 -4.60914
H 1.30834 -4.03844 -4.18423
H 3.78328 2.28686 -1.68935
H 2.01396 2.31160 -1.55242
H 2.86922 3.69555 -2.26476
H 4.89309 1.78659 -3.80191
H 4.19090 3.26090 -4.50373
H 3.97414 1.69486 -5.31141
H 0.63210 2.25533 -3.82847
H 1.54177 2.14506 -5.33994
H 1.63696 3.62006 -4.36320
```

## Properties
highest occupied orbital energy (alpha / beta): -0.333 / -0.334 Eh
charge: +1
molecular weight: 1338.561 g/mol
E: -182104.8334 eV
multiplicity: 1
LUMO energy (alpha / beta): -4.05 / -3.43 eV